Density functional theory data (wB97M-V/def2-TZVPD) for a cluster of 9 separate species, C36H48N9O15 in total at a distorted geometry.

Each line ends with the Mulliken charge.
CARTESIAN COORDINATES (ANGSTROEM)
O 1.77447 4.17292 1.14672  -0.54
O 6.55607 3.54780 -1.85481  -0.59
O -4.84659 2.02932 -1.65772  -0.67
O 5.97789 -5.70804 1.64720  -0.52
O -3.63456 -8.42467 3.22499  -0.52
O -5.09769 -6.96057 3.84506  -0.55
O 1.64653 -1.19157 -5.62486  -0.63
O -2.20079 6.95671 -5.53442  -0.50
O -1.37099 -1.13398 0.14094  -0.45
O 2.33892 5.19160 2.93358  -0.64
O 5.08470 -6.46235 -0.28207  -0.50
O 0.22778 -0.09946 -0.86106  -0.49
O -1.22456 0.99384 0.38325  -0.58
O -0.13708 7.53034 -5.15154  -0.55
O -6.56895 -0.07580 2.08507  -0.65
N -4.95212 -0.22898 -1.63973  0.23
N 5.26405 -5.56960 0.60829  0.83
N -0.82482 -0.07901 -0.05322  0.71
N -5.11471 0.73868 3.47328  0.08
N -4.11802 -7.32688 3.14979  0.81
N 1.89092 4.26460 2.31641  1.11
N 5.02832 2.03937 -0.95634  0.23
N 3.39904 -0.35801 -4.81213  0.19
N -1.05647 6.67509 -5.14044  0.77
C -1.44671 -3.95085 1.89700  0.08
C 2.61617 0.09410 -3.64573  -0.81
C 0.83911 2.10378 5.43155  -0.25
C 4.32913 -1.76177 0.58985  -0.40
C 2.98126 -1.78180 0.15061  0.05
C -0.96470 5.62989 -4.11637  0.29
C -1.06260 -5.15505 1.39536  -0.09
C 2.85814 -0.97996 -5.73136  0.16
C 0.34127 4.69474 -2.05298  -0.58
C -2.75102 -3.65051 2.68691  -0.51
C 2.22022 -3.18205 0.04807  -0.32
C 0.45850 0.87515 4.83414  -0.59
C 4.52006 -4.33874 0.44386  0.06
C 0.81636 1.81428 2.43192  0.35
C -4.28448 -1.46486 -1.19345  -1.18
C -5.48060 0.29895 2.31182  0.60
C 3.00294 -4.40798 0.30954  -0.60
C -3.54484 -4.80026 3.29125  -0.55
C -6.27060 -0.40933 -2.12075  -1.07
C 5.64976 0.84242 -1.40254  -1.88
C 5.17928 -3.01316 0.84277  -0.81
C -4.27978 0.97199 -1.42302  0.40
C 4.93009 -0.30983 -4.80569  -0.78
C 3.67840 1.96705 -0.36260  -2.34
C -3.20191 -6.27634 2.89635  0.17
C 5.56594 3.31025 -1.16333  -0.20
C 1.39360 3.11704 3.15136  -0.12
C 0.07326 5.80660 -2.99017  -0.27
C -0.37172 3.38841 -2.32750  -0.10
C -6.02591 0.59779 4.65558  -1.11
C 1.19016 3.26820 4.57943  -0.59
C -1.98274 -6.41303 1.85699  -0.74
C -1.49209 3.24087 -3.20133  -0.69
C -1.68901 4.34888 -4.26404  -0.87
C -3.75313 1.32968 3.69013  -0.92
C 0.27270 0.77282 3.28590  -1.09
H 5.21159 4.12448 -0.68559  0.54
H 2.65040 -0.91405 -0.04865  0.36
H 5.52333 0.67167 -4.80716  0.24
H 5.44682 -0.88291 -3.92872  0.19
H 2.12576 0.96615 -4.06808  0.35
H -0.08984 2.45931 -1.77847  0.42
H -4.87200 -2.44943 -1.33233  0.36
H -0.72102 -3.04948 1.68459  -0.16
H 3.00597 2.64360 -0.49061  1.05
H -5.79512 1.09519 5.51082  0.40
H 1.07246 4.89698 -1.36974  0.68
H -3.10301 0.90056 -1.07087  0.13
H 3.43809 -1.47637 -6.60055  0.20
H 1.72024 -0.45002 -3.19632  0.38
H 5.26932 -0.05344 -1.49936  0.85
H 0.33424 -0.06280 5.47782  0.30
H 4.80267 -0.73991 0.55605  0.47
H -4.54755 -4.54822 3.62471  0.35
H -1.96088 2.35533 -3.49261  0.52
H 6.08933 -2.87677 1.30608  0.51
H -6.96764 -0.58415 -1.30341  0.37
H -3.24605 -2.81860 2.81337  0.81
H -6.65225 0.60000 -2.36318  0.37
H -1.71816 -7.17873 1.37320  0.54
H -6.57586 -1.10419 -2.99433  0.27
H -0.14501 -5.12858 0.81885  0.34
H -2.95753 0.95598 2.77989  0.11
H 2.50181 -5.23445 0.13732  0.57
H 2.97717 1.00956 -0.48289  0.10
H 1.44427 4.17450 5.20575  0.35
H 6.24937 0.91989 -2.36680  0.37
H -3.41196 -1.97573 -1.90382  0.28
H -2.29437 4.42839 -5.05826  0.53
H 1.11443 -3.22425 0.12307  0.28
H 3.23109 0.59906 -2.83301  0.12
H -3.80279 2.42911 3.73144  0.37
H -3.99998 -1.75569 -0.25909  0.49
H -7.13584 0.79683 4.42212  0.30
H 3.74287 2.20383 0.61194  1.11
H -0.00150 -0.12064 2.93240  0.98
H -3.24385 1.26977 4.58831  0.46
H 0.87608 2.08602 6.57417  0.29
H 5.20274 -0.83076 -5.64020  0.38
H 0.69861 6.70117 -2.76790  0.31
H -6.19796 -0.38708 4.72529  0.41
H -4.70087 0.40587 1.49659  -0.05
H 0.73889 1.70558 1.29272  0.43
H 6.31768 0.34872 -0.81037  0.71

ΔE to the lowest compared entry with this formula, charge and spin: 65.01 kcal per mole
lowest unoccupied orbital energy: 0.21 eV
total charge: -1
total energy: -82200.3812 eV

---

Density functional theory data (wB97M-V/def2-TZVPD) for a cluster of 3 separate species, C28H37F10NO10S2 in total at a distorted geometry.

Each line ends with the Mulliken charge.
CARTESIAN COORDINATES (ANGSTROEM)
S -0.05740 3.42402 1.06013  1.50
S 0.98750 -2.50909 1.32131  1.07
F 0.37214 4.94523 0.83703  -0.35
F 0.31645 -3.86903 1.74394  -0.23
F 1.67863 2.11551 -0.39928  -0.13
F -1.47491 3.76504 0.44885  -0.33
F -1.25489 1.56935 -1.21254  -0.21
F -1.00869 3.44038 -2.26991  -0.35
F -0.45504 1.93295 1.41097  -0.24
F 1.22709 4.03237 -1.14220  -0.30
F 1.35720 3.15171 1.76431  -0.32
F -0.61657 3.86428 2.47980  -0.32
O 3.65714 3.72862 4.30276  -0.63
O 4.74422 4.43123 6.64495  -0.58
O -0.11172 6.43221 4.99242  -0.55
O 7.09143 -1.93415 -2.85075  -0.57
O 5.07473 -0.18801 -2.62161  -0.66
O 1.01701 7.20050 7.29661  -0.63
O 8.83856 -0.10286 1.09522  -0.62
O 6.77745 1.58418 1.36800  -0.54
O 2.38540 -2.64807 1.42239  -0.57
O 0.42411 -1.50617 2.15068  -0.53
N 0.63442 -2.27987 -0.32822  0.00
C -3.71492 -3.47485 -0.44778  -1.06
C 5.84249 0.76356 -0.60969  -1.07
C -7.11841 -3.64350 -3.76730  -0.56
C 0.49264 1.76233 -2.83648  -1.20
C 1.72268 5.04732 4.55839  -0.75
C 1.64231 6.38832 6.64040  0.87
C 0.39721 0.22465 -2.88021  -0.65
C -5.74697 -1.91059 -0.47976  -1.07
C -0.33206 2.42478 -1.68783  1.19
C -5.97866 -3.11311 -2.81268  0.16
C -7.31290 -5.15415 -3.49780  -1.15
C 0.90316 -0.81537 -0.54844  -0.99
C 3.01508 4.51527 4.97306  0.98
C 8.04241 -1.09328 -0.88669  -0.97
C 1.42567 -0.50717 -1.96497  -0.86
C -2.61476 -3.94204 -1.46601  -0.87
C 3.57126 4.96010 6.29209  0.37
C 7.98325 -0.16052 0.23283  0.90
C -4.22423 -2.02744 -0.72513  -0.50
C 2.92413 5.83829 7.06683  -1.00
C -6.64713 -2.25896 -1.71247  -0.77
C -1.23886 -3.93566 -0.74638  -1.11
C 6.80657 0.76513 0.31954  0.35
C -0.84629 -2.45563 -0.50029  -0.10
C 0.67006 2.94172 -0.62118  0.27
C 1.07386 5.92290 5.33424  0.35
C 7.07679 -1.09594 -1.81221  0.40
C 5.91493 -0.15228 -1.73937  1.11
H -1.39664 -4.46292 0.19838  0.39
H -1.19387 -1.88005 -1.36530  -0.08
H 0.08717 2.13597 -3.78466  0.40
H -2.85694 -4.96540 -1.78341  0.47
H -7.97473 -5.64304 -4.21922  0.39
H 2.39449 -0.00026 -1.97250  0.17
H -7.67736 -5.27079 -2.46855  0.27
H 8.88603 -1.76760 -0.92994  0.42
H 6.28727 -1.73125 -3.36685  0.35
H -0.46806 -4.41233 -1.36250  0.38
H -3.33469 -3.57260 0.57749  0.50
H 0.69055 -0.06262 -3.90130  0.46
H 4.99072 1.42768 -0.55862  0.58
H -4.55413 -4.17786 -0.52063  0.71
H 1.69732 -0.52768 0.15343  0.67
H -6.02550 -2.59369 0.33240  0.40
H 1.53320 2.10302 -2.82620  0.33
H -1.40580 -2.06757 0.36647  0.46
H 4.99434 3.83255 5.91398  0.36
H 7.58466 1.38665 1.88254  0.36
H -2.62141 -3.30830 -2.36217  0.49
H -0.61714 -0.16569 -2.75539  0.21
H 0.01927 -0.24563 -0.24180  0.51
H 1.32378 4.70662 3.61498  0.41
H -3.73589 -1.37987 0.01891  0.40
H -6.00156 -0.88450 -0.18140  0.33
H -5.24177 -2.53932 -3.38516  0.27
H -3.94351 -1.68425 -1.72609  0.36
H -6.81628 -3.45037 -4.80216  0.33
H -6.32240 -5.62771 -3.54345  0.29
H 3.31625 6.16808 8.01861  0.41
H -0.35993 7.03601 5.71927  0.35
H -8.03864 -3.10918 -3.50382  0.34
H -7.54024 -2.76639 -1.31842  0.28
H 1.59217 -1.48049 -2.45116  0.63
H -7.03267 -1.35754 -2.21151  0.34
H -5.48339 -4.00669 -2.41854  -0.10

ΔE to the lowest compared entry with this formula, charge and spin: 0.00 kcal per mole
lowest unoccupied orbital energy: -1.55 eV
total charge: 0
total energy: -100442.8363 eV
SMILES: CCCCCCCCCCN(CCCCC(F)(F)C(F)(F)S(F)(F)(F)(F)F)S(=O)(=O)F.O=C1C=C(O)C(=O)C=C1O.O=C1C=C(O)C(=O)C=C1O

---

Density functional theory data (wB97M-V/def2-TZVPD) for a structure of composition C28H27N3O4PbS.

Each line ends with the Mulliken charge.
CARTESIAN COORDINATES (ANGSTROEM)
Pb 2.74683 -1.25292 -1.32738  1.15
S -0.07284 -1.39134 1.56480  1.42
O -4.61214 3.18381 -1.62476  -0.48
O -0.03423 0.02799 0.88086  0.12
O -4.14376 1.92689 -3.50103  -0.47
O -1.25213 1.55513 2.06323  -0.51
N 0.53285 -2.42628 0.66529  -0.67
N 2.62540 1.38657 -1.60303  -0.46
N 2.72249 3.73285 -2.34919  0.03
C 2.67181 2.49304 -1.95517  0.34
C 3.50351 -3.82296 -1.57184  -0.60
C 2.36147 -0.91487 5.28107  -0.44
C -3.48788 -1.50474 3.64133  -0.80
C 2.25183 -2.86039 -3.23525  -0.57
C -2.30954 0.63767 -2.54524  -1.27
C 0.90792 -1.16892 2.97975  0.06
C -3.31327 1.57935 -2.51013  1.14
C 1.58412 4.62932 -2.13704  -0.85
C -3.91552 -2.40170 1.43747  -0.88
C -2.59208 -2.20416 1.08884  -0.47
C -1.13891 1.02554 1.01589  0.51
C -5.03498 2.92862 -2.96827  -0.23
C 1.89739 -2.17126 4.89977  -0.79
C 1.35045 0.09613 3.34777  -0.14
C -4.35721 -2.05644 2.70982  -0.53
C -1.57768 0.46213 -1.37300  -0.49
C 3.95198 4.28357 -2.93039  -0.91
C 2.21066 -3.73562 -2.11292  -0.46
C -2.88500 2.18141 -0.21454  -1.34
C -3.59143 2.33372 -1.36890  0.94
C -2.15785 -1.29531 3.31490  -0.20
C 2.09693 0.20885 4.51198  -0.86
C 1.16516 -2.31227 3.73718  -0.27
C 4.36893 -3.01986 -2.36419  -0.54
C -1.73207 -1.65742 2.04061  0.80
C 3.60338 -2.43815 -3.40373  -0.58
C -1.85717 1.20916 -0.23103  0.15
H -2.10423 0.07075 -3.44155  0.48
H 1.46412 -2.71925 -3.95950  0.53
H 1.11142 0.96357 2.75334  0.41
H 2.46389 1.17743 4.82145  0.45
H -6.05126 2.53821 -2.96929  0.28
H 0.80821 -3.28313 3.41834  0.46
H 0.72040 4.05208 -1.81727  0.28
H 3.81258 -4.44725 -0.74811  0.46
H -1.47625 -0.85835 4.03116  0.46
H 3.99590 -1.90525 -4.25602  0.51
H 5.44448 -2.98036 -2.28399  0.49
H -0.10818 -3.05718 0.19764  0.28
H -3.09454 2.76177 0.67277  0.56
H -2.24592 -2.46237 0.09616  0.20
H -4.94740 3.83621 -3.56117  0.27
H 3.70673 4.78954 -3.86276  0.32
H -4.60122 -2.82965 0.71946  0.45
H 1.35091 5.13479 -3.07307  0.32
H 2.93461 -0.81367 6.19299  0.44
H 1.34742 -4.29744 -1.79163  0.54
H 2.10832 -3.03795 5.51058  0.44
H 1.82633 5.37238 -1.37700  0.33
H -5.39255 -2.22041 2.97693  0.44
H -3.84222 -1.23939 4.62755  0.44
H 4.40667 4.99415 -2.24046  0.33
H 4.65220 3.47861 -3.13378  0.34
H -0.77788 -0.26500 -1.35628  0.62

ΔE to the lowest compared entry with this formula, charge and spin: 15.09 kcal per mole
lowest unoccupied orbital energy: -5.36 eV
total charge: +2
total energy: -58199.8813 eV